Record 1
Below is a 2-piece molecular cluster, C5H11BrN4 overall at a distorted geometry, with properties calculated with the ωB97M-V functional and the def2-TZVPD basis.

Geometry as XYZ:
```
21
Properties=species:S:1:pos:R:3:mulliken_charge:R:1
C -0.08710 -0.20801 -0.63194 -0.1261
C 1.70311 0.70974 0.30446 0.3507
C -0.50343 0.12895 0.74615 1.1591
C -0.78963 -1.10225 1.76532 -1.2789
C -1.71911 1.07794 0.79793 -1.4677
N 0.73638 0.83228 1.24086 -0.1056
N 1.10568 0.17146 -0.84014 -0.5226
N 3.00359 0.90775 0.10865 -0.3435
N -0.45913 -1.55343 -3.70609 -0.0850
Br -1.52667 -2.51196 -4.56328 0.6556
H -1.34901 -0.83658 2.72014 0.3550
H 0.17481 -1.62080 1.99753 0.3875
H -1.39260 -1.92627 1.30270 0.3434
H -1.74014 1.58671 1.80140 0.3943
H -2.56957 0.52722 0.43835 0.3967
H -1.65794 2.02087 0.15444 0.3675
H 0.76455 1.15980 2.24017 0.3060
H 0.05680 -0.81765 -4.28920 0.3732
H 3.71000 1.38173 0.75299 0.2949
H 3.29370 0.82554 -0.89745 0.3045
H -0.75429 -0.75305 -1.44299 0.2410
```

The calculation puts the HOMO-LUMO gap (alpha / beta) at 4.961 / 4.994 eV. As for the relative energy (zero: lowest compared OMol25 entry of this formula, charge and spin): 0.00 kcal/mol. As for the net charge: +2. The HOMO energy (alpha / beta) is -17.4 / -17.4 eV.

Record 2
Below is a 2-piece molecular cluster, C5H11BrNO overall at a distorted geometry, with properties calculated with the ωB97M-V functional and the def2-TZVPD basis.

Geometry as XYZ:
```
19
Properties=species:S:1:pos:R:3:mulliken_charge:R:1
C -1.35548 -1.73155 0.63428 -1.1415
C -0.24870 -1.49899 -0.30951 -0.1246
C -0.38982 -0.54101 -1.25765 -0.7569
C 0.78894 1.26162 0.94638 0.1491
C 1.67030 0.79032 -0.17294 0.1737
N 1.96646 1.59842 -1.11902 -0.1822
O -0.14712 2.14514 0.31122 -0.5519
Br 2.84914 -0.63303 0.19140 0.0575
H -0.95427 -1.71357 1.65357 0.3099
H -1.85175 -2.65970 0.33148 0.3507
H 0.60451 -2.15284 -0.36570 0.4492
H -1.22255 0.08514 -1.43801 0.3329
H 0.36716 -0.60664 -2.01997 0.3626
H 1.21288 1.68739 1.95188 0.4009
H 0.27349 0.32822 1.19681 -0.0134
H 2.40522 1.38957 -1.96130 0.2988
H 1.37466 2.36604 -1.14582 0.2142
H -1.92928 -0.88196 0.53485 0.3498
H -0.76809 2.52341 0.92421 0.3212
```

The calculation puts the HOMO-LUMO gap at 8.307 eV. As for the relative energy (zero: lowest compared OMol25 entry of this formula, charge and spin): 29.98 kcal/mol. As for the net charge: +1. The HOMO energy is -13.5 eV.

Record 3
Below is C5H11BrO as an isolated structure at a distorted geometry, with properties calculated with the ωB97M-V functional and the def2-TZVPD basis.

Geometry as XYZ:
```
18
Properties=species:S:1:pos:R:3:mulliken_charge:R:1
C 0.16879 -2.23258 0.23449 -1.4984
C -1.22339 -0.58136 -1.16562 -1.2500
C 0.41459 1.01902 1.67757 -0.9276
C -0.57765 -0.86214 0.22017 0.6872
C 0.43035 0.18717 0.68524 0.2077
O 0.59137 3.16889 -0.66736 -0.6046
Br 1.91828 0.30014 -0.35509 -0.0980
H 1.09398 -2.38113 -0.24936 0.4226
H 0.23803 -2.62231 1.22326 0.3944
H -0.53149 -3.06390 -0.27216 0.3138
H -0.95715 -1.29848 -1.88247 0.4198
H -2.29700 -0.50721 -1.23899 0.3290
H -0.75669 0.36744 -1.55803 0.1975
H -0.41538 1.08471 2.40320 0.2149
H 1.31760 3.77051 -0.50899 0.2974
H 1.22188 1.69501 2.04088 0.2516
H -1.36357 -0.86334 0.98610 0.3348
H 0.72744 2.81955 -1.57285 0.3078
```

The calculation puts the HOMO-LUMO gap at 9.715 eV. As for the relative energy (zero: lowest compared OMol25 entry of this formula, charge and spin): 33.96 kcal/mol. The HOMO energy is -9.1 eV.

Record 4
Below is a 2-piece molecular cluster, C5H11BrO2 overall at a distorted geometry, with properties calculated with the ωB97M-V functional and the def2-TZVPD basis.

Geometry as XYZ:
```
19
Properties=species:S:1:pos:R:3:mulliken_charge:R:1
C 0.41168 2.04685 0.55831 -0.9294
C 0.45141 0.61034 -1.48921 -1.1252
C -2.71393 -1.44735 -0.05486 -0.3487
C 1.30175 -0.39979 0.60822 0.2502
C 0.68265 0.69105 -0.17258 0.6621
O 2.67272 -0.54495 0.35217 -0.5463
O 0.67519 -1.59838 0.33270 -0.4576
Br -3.32976 0.22232 0.64098 -0.1648
H 1.34351 2.46999 0.86350 0.2863
H -0.29010 1.80524 1.34597 0.3027
H -0.11845 2.52202 -0.40089 0.2589
H -3.29514 -2.31948 0.12431 0.3844
H 0.84235 -0.27743 -2.11613 0.2039
H -0.04173 1.30285 -2.19747 0.3093
H -2.56026 -1.35288 -1.22612 0.2100
H -1.61456 -1.49808 0.27125 -0.0879
H 1.28369 -0.16030 1.71948 0.2049
H 3.11887 0.28586 0.26256 0.3107
H 1.18011 -2.35786 0.57782 0.2766
```

The calculation puts the HOMO-LUMO gap at 10.395 eV. As for the relative energy (zero: lowest compared OMol25 entry of this formula, charge and spin): 25.58 kcal/mol. The HOMO energy is -9.7 eV.

Record 5
Below is an isolated ion of composition C5H11ClN and charge +1 at a distorted geometry, with properties calculated with the ωB97M-V functional and the def2-TZVPD basis.

Geometry as XYZ:
```
18
Properties=species:S:1:pos:R:3:mulliken_charge:R:1
C 0.46477 2.09332 -0.36065 -0.9540
C -0.13190 0.95266 0.01944 0.3630
C 0.21767 -1.30020 1.16952 -0.9403
C 0.03332 -0.96840 -1.30593 -0.9454
C -1.67257 1.12497 0.39411 -0.5874
N 0.46090 -0.35445 -0.01212 0.0434
Cl -2.64172 -0.25208 -0.17560 -0.1646
H 1.45229 2.04955 -0.79522 0.2966
H -0.10808 2.95287 -0.57850 0.3450
H 0.35415 -2.27437 0.80798 0.4400
H 0.92638 -1.10534 1.89528 0.3344
H -0.81299 -1.26443 1.33469 0.4286
H -0.18559 -0.29086 -2.07774 0.3760
H 0.85016 -1.70284 -1.70719 0.3349
H -0.75702 -1.65780 -1.10140 0.4683
H -2.09512 1.36864 1.43750 0.3386
H -2.08401 1.93064 -0.22440 0.3562
H 1.51859 -0.36709 0.06735 0.4667
```

The calculation puts the HOMO-LUMO gap at 11.160 eV. As for the relative energy (zero: lowest compared OMol25 entry of this formula, charge and spin): 52.06 kcal/mol. As for the net charge: +1. The HOMO energy is -14.6 eV.

Record 6
Below is a 2-piece molecular cluster, C5H11ClN6O2 overall at a distorted geometry, with properties calculated with the ωB97M-V functional and the def2-TZVPD basis.

Geometry as XYZ:
```
25
Properties=species:S:1:pos:R:3:mulliken_charge:R:1
C 0.47050 -1.28167 0.15185 -0.0094
C 3.71106 2.73135 -0.58012 0.7010
C -0.09335 0.28514 1.93099 -0.7376
C 1.16703 -1.40177 -1.22205 0.8496
C 0.02318 1.60400 2.26317 0.8184
N 0.32410 -0.16032 0.70021 -0.2522
N 1.03379 -2.56444 -2.01857 -0.5748
N 0.90301 -0.30077 -1.98479 -0.4745
N 0.28706 2.55987 1.34396 -0.3547
N -0.29283 2.08042 3.44958 -0.4347
N 2.70677 -1.48020 -0.78253 -0.7692
O 4.77788 2.29770 -0.64214 -0.3634
O 2.67928 3.20498 -0.50495 -0.3551
Cl 0.24176 -2.89016 0.96073 -0.2163
H -0.16558 -0.34176 2.80468 0.1671
H 0.05214 -2.83477 -2.00230 0.2390
H 1.60418 -2.53840 -2.83942 0.2355
H 0.92197 0.58088 -1.51358 0.0806
H 1.17157 -0.21927 -2.91883 0.1720
H 0.33127 2.35433 0.37865 0.1943
H 0.28387 3.50068 1.77458 0.1597
H -0.16885 3.04020 3.73928 0.1743
H -0.40271 1.40483 4.19427 0.1989
H 2.79566 -0.73337 -0.09983 0.2535
H 2.67857 -2.29100 -0.15541 0.2981
```

The calculation puts the HOMO-LUMO gap at 7.636 eV. The HOMO energy is -7.3 eV.

Record 7
Below is C5H11CuO4 as an isolated structure at a distorted geometry, with properties calculated with the ωB97M-V functional and the def2-TZVPD basis.

Geometry as XYZ:
```
21
Properties=species:S:1:pos:R:3:mulliken_charge:R:1
O -0.64148 -0.89048 0.09528 -0.2887
C 0.60862 -0.69670 0.47366 1.2485
O 0.95076 -0.29048 1.57793 -0.7743
O 1.43342 -1.22835 -0.41459 -0.3367
C 2.83100 -1.14147 -0.12279 -0.6688
H 3.34092 -1.59140 -0.97877 0.2427
H 3.12949 -0.09139 -0.00798 0.2656
H 3.06176 -1.69106 0.79808 0.2992
C -1.66919 -0.28885 0.90549 -0.1536
H -1.52985 -0.60421 1.94777 0.3468
H -1.54010 0.80236 0.84469 0.2633
C -3.00635 -0.72569 0.36134 -1.2870
H -3.11464 -0.43460 -0.69170 0.3153
H -3.12693 -1.81382 0.44547 0.3113
H -3.80451 -0.24235 0.93967 0.3876
Cu 0.83240 1.84705 1.65267 0.4638
O 0.87609 1.91828 -0.27926 -0.5818
C 0.44575 1.82013 -1.57315 -0.7197
H 0.75842 2.67679 -2.21482 0.2521
H 0.82978 0.90390 -2.08373 0.2026
H -0.66535 1.76234 -1.67526 0.2117
```

The calculation puts the HOMO-LUMO gap at 7.275 eV. As for the relative energy (zero: lowest compared OMol25 entry of this formula, charge and spin): 0.00 kcal/mol. The HOMO energy is -7.8 eV.

Record 8
Below is a 2-piece molecular cluster, C5H11FN2S2 overall, with properties calculated with the ωB97M-V functional and the def2-TZVPD basis.

Geometry as XYZ:
```
21
Properties=species:S:1:pos:R:3:mulliken_charge:R:1
C -3.29779 -0.60088 0.18213 0.1764
C 2.12344 2.27301 -0.25489 -1.0725
C 2.54649 1.09831 0.62965 -0.4676
C 2.13905 -0.22690 0.05008 -0.2220
C 3.00775 -1.16752 -0.28594 -0.0208
H -0.60381 -1.71263 -0.89253 0.1760
H -2.81470 -2.51302 0.69005 0.2714
H -2.82577 0.37987 0.05279 0.3145
H -6.59841 -0.28393 -0.69557 0.1499
H 2.41177 3.22994 0.19490 0.3142
H 2.58926 2.20319 -1.24349 0.3266
H 1.03803 2.28389 -0.40042 0.2737
H 2.09736 1.21508 1.62321 0.2630
H 3.63337 1.11718 0.77788 0.3139
H 1.08145 -0.41602 -0.11571 0.1012
H 4.08565 -1.09600 -0.17280 0.3321
N -2.42029 -1.58776 0.58928 -0.2179
N -4.52961 -0.87194 0.02034 -0.4813
F 2.62557 -2.34388 -0.81537 -0.2377
S -0.74837 -1.44310 0.42369 -0.1433
S -5.54045 0.46311 -0.35729 -0.1499
```

The calculation puts the HOMO-LUMO gap at 9.043 eV. The HOMO energy is -8.4 eV.

Record 9
Below is an isolated ion of composition C5H11FNO and charge +1 at a distorted geometry, with properties calculated with the ωB97M-V functional and the def2-TZVPD basis.

Geometry as XYZ:
```
19
Properties=species:S:1:pos:R:3:mulliken_spin:R:1
C -1.08818 -0.05999 -0.84388 0.5995
C -1.03774 -1.42502 -1.16949 0.1059
C -0.12768 1.70879 0.69856 0.0111
C 1.38339 0.16381 -0.54888 0.0207
C 0.29023 -0.60633 1.38857 -0.0002
N 0.15826 0.33192 0.15754 0.2174
O -1.72985 0.87888 -1.12080 0.9675
F -0.83330 -0.59557 2.10573 -0.0022
H -0.09372 -1.54890 -1.74384 0.0498
H -1.81983 -1.58800 -1.91933 0.0042
H -1.09590 -1.90356 -0.29505 0.0188
H 0.63885 2.17046 1.48049 -0.0006
H -0.08769 2.30289 -0.14409 0.0044
H -1.10791 1.79895 1.13654 -0.0086
H 1.28676 0.45410 -1.55080 -0.0043
H 2.23609 0.77953 -0.07296 0.0059
H 1.65181 -0.90074 -0.55766 0.0007
H 0.25952 -1.57434 1.02918 0.0013
H 1.11688 -0.38685 1.97017 0.0086
```

The calculation puts the HOMO-LUMO gap (alpha / beta) at 8.088 / 9.003 eV. As for the relative energy (zero: lowest compared OMol25 entry of this formula, charge and spin): 33.44 kcal/mol. As for the net charge: +1. The HOMO energy (alpha / beta) is -10.9 / -17.5 eV. Its spin multiplicity is 3.

Record 10
Below is a 2-piece molecular cluster, C5H11FOS overall at a distorted geometry, with properties calculated with the ωB97M-V functional and the def2-TZVPD basis.

Geometry as XYZ:
```
19
Properties=species:S:1:pos:R:3:mulliken_charge:R:1
C 0.85787 -1.94425 1.35036 -0.8998
C -1.90697 0.40643 0.57689 -1.2687
C -0.38196 2.33444 -0.30914 -1.0623
C 1.58176 -1.36405 -1.36293 -0.8821
C -0.78407 0.86279 -0.35942 0.6739
O 2.06977 0.27770 0.80086 -0.7222
F -0.86497 0.38560 -1.60832 -0.3252
S 1.02516 -0.65067 0.38505 0.8614
H 0.60863 -1.75257 2.49241 0.2499
H 0.12661 -2.60564 1.00929 0.3612
H -1.94493 -0.66041 0.59335 0.3605
H -2.84811 0.80783 0.31553 0.4421
H -1.61256 0.86089 1.59195 0.3240
H -0.18293 2.64606 -1.36139 0.3222
H -1.19518 2.83483 0.25725 0.3294
H 0.51202 2.30786 0.38277 0.2877
H 1.16925 -0.78570 -2.11074 0.3324
H 2.60495 -1.49998 -1.37673 0.3405
H 1.16565 -2.46113 -1.26703 0.2750
```

The calculation puts the HOMO-LUMO gap (alpha / beta) at 7.577 / 7.578 eV. As for the relative energy (zero: lowest compared OMol25 entry of this formula, charge and spin): 100.27 kcal/mol. The HOMO energy (alpha / beta) is -7.5 / -7.5 eV.

Record 11
Below is a 2-piece molecular cluster, C5H11IN overall at a distorted geometry, with properties calculated with the ωB97M-V functional and the def2-TZVPD basis.

Geometry as XYZ:
```
18
Properties=species:S:1:pos:R:3:mulliken_charge:R:1
C -1.40500 -2.26832 0.30193 -0.8573
C 1.07170 1.37652 0.42570 -0.1365
C 0.85580 0.27324 -0.26925 -0.2899
C -1.96389 -1.38318 -0.62583 -0.4422
C 0.70643 2.78706 -0.03644 -1.0205
N 1.10530 -1.11185 0.21182 -0.2092
I -2.94284 0.35012 -0.03324 0.1912
H -0.87756 -3.01737 -0.18853 0.4589
H -1.59794 -2.24286 1.31949 0.4285
H 1.21464 1.34146 1.52063 0.2692
H 0.47506 0.31897 -1.24089 0.4654
H -1.73951 -1.53651 -1.67357 0.4810
H 0.83411 2.72690 -1.14350 0.3114
H 1.40055 3.58949 0.36073 0.3389
H -0.36935 3.06346 0.30111 0.2261
H 0.10733 -1.61823 -0.02745 0.0925
H 1.33063 -1.12020 1.17855 0.3292
H 1.79454 -1.52871 -0.38125 0.3633
```

The calculation puts the HOMO-LUMO gap at 9.374 eV. As for the relative energy (zero: lowest compared OMol25 entry of this formula, charge and spin): 53.19 kcal/mol. As for the net charge: +1. The HOMO energy is -13.0 eV.

Record 12
Below is an isolated ion of composition C5H11IN3O and charge +1 at a distorted geometry, with properties calculated with the ωB97M-V functional and the def2-TZVPD basis.

Geometry as XYZ:
```
21
Properties=species:S:1:pos:R:3:mulliken_charge:R:1
C 0.61655 2.24316 0.34324 0.2987
C 1.09667 0.26947 -1.03827 -0.8694
C -0.16140 -0.38024 -0.57638 0.3723
C -1.44753 0.01078 -1.17842 -1.3761
C -0.46993 -1.55108 1.58256 -0.7832
N 1.05872 1.63716 -0.87335 -0.0703
N 0.16273 1.35703 1.22650 -0.2746
N -0.11546 -1.63587 0.13854 0.0785
O 0.74638 3.43274 0.49768 -0.5652
I 2.93339 -0.74270 -0.00418 0.0609
H 1.32616 0.02298 -2.08212 0.6900
H -1.43750 1.05430 -1.48449 0.3966
H -2.28672 -0.15549 -0.50459 0.3688
H -1.63729 -0.58343 -2.08185 0.3998
H 0.20781 -0.85042 2.06669 0.3603
H -1.48839 -1.19109 1.69890 0.3323
H -0.37916 -2.53367 2.03812 0.3804
H 1.68085 2.22122 -1.41984 0.2903
H -0.56947 1.65599 1.85338 0.2324
H -0.73160 -2.32693 -0.30813 0.4670
H 0.89519 -1.95389 0.10602 0.2105
```

The calculation puts the HOMO-LUMO gap (alpha / beta) at 6.774 / 6.776 eV. As for the relative energy (zero: lowest compared OMol25 entry of this formula, charge and spin): 60.56 kcal/mol. As for the net charge: +1. The HOMO energy (alpha / beta) is -13.1 / -13.1 eV.

no.,energy (eV)
1,-81344.3473
2,-78934.4139
3,-77451.9594
4,-79498.7605
5,-19367.0680
6,-30921.1243
7,-58191.2166
8,-32729.5820
9,-11604.7011
10,-20958.5203
11,-14944.9747
12,-19972.1605